(1)
Molecular formula: C4H8O2
Method: DFT, wB97M-V/def2-TZVPD

Each line ends with the Löwdin charge.
CARTESIAN COORDINATES (ANGSTROEM)
C  -1.849  -0.543  -0.173  -0.067
C  -0.537  -0.299  -0.924  -0.246
O  -0.045  0.954  -0.431  -0.172
C  1.231  1.036  0.143  -0.185
C  1.576  -0.120  1.066  -0.245
O  2.628  -0.710  1.026  0.061
H  -1.877  0.283  0.538  0.076
H  -1.879  -1.484  0.385  0.072
H  -2.739  -0.473  -0.804  0.071
H  0.183  -1.117  -0.775  0.116
H  -0.693  -0.204  -2.007  0.117
H  1.217  1.946  0.764  0.136
H  2.033  1.144  -0.598  0.130
H  0.795  -0.382  1.814  0.135

Calculated values
Total energy   -8371.3146 eV
Energy above the lowest of the compared OMol25 structures with the same formula, charge and spin   1.967 eV
Frontier orbital gap   10.8 eV
Structure (SMILES)   CCOCC=O

=====

(2)
Molecular formula: C4H8O2
Method: DFT, wB97M-V/def2-TZVPD

Each line ends with the Löwdin charge.
CARTESIAN COORDINATES (ANGSTROEM)
C  -0.399  -1.962  -0.962  -0.096
O  0.854  -1.306  -0.907  -0.138
C  0.856  -0.188  -0.135  -0.201
C  -0.303  2.065  0.425  -0.050
C  0.486  -0.083  1.139  -0.152
O  0.170  1.176  1.559  -0.135
H  -0.269  -2.785  -1.665  0.087
H  -0.694  -2.359  0.016  0.084
H  -1.198  -1.294  -1.318  0.093
H  1.372  0.666  -0.557  0.120
H  0.134  2.156  -0.603  0.086
H  -1.351  1.799  0.267  0.090
H  -0.150  3.026  0.888  0.077
H  0.492  -0.911  1.854  0.136

Calculated values
Total energy   -8369.5568 eV
Energy above the lowest of the compared OMol25 structures with the same formula, charge and spin   3.725 eV
Frontier orbital gap   9.0 eV
Structure (SMILES)   CO/C=C/OC

=====

Among the records above, which one has the highest energy above the lowest of the compared OMol25 structures with the same formula, charge and spin? number 2

=====

Which formula does entry 2 have? C4H8O2